Entry 1:
Density functional theory data (ωB97M-V with the def2-TZVPD basis set) for a cluster of 4 separate species, C13H36N3O4 in total at a distorted geometry.

```
! RIJCOSX wB97M-V def2-TZVPD def2/J DEFGRID3
* xyz -1 1
C -1.570 -0.530 -0.014
O -0.546 -0.331 -0.897
H -2.406 0.196 0.044
H -2.036 -1.537 0.061
H -1.120 -0.501 1.012
C 1.233 -4.801 -3.299
C 0.114 -3.755 -3.269
C -1.012 -4.120 -2.326
O -2.209 -3.441 -2.684
C -3.250 -3.647 -1.754
N 0.716 -2.456 -2.892
H 1.550 -5.152 -2.315
H 2.020 -4.524 -3.993
H 0.786 -5.737 -3.678
H -0.342 -3.613 -4.256
H -0.706 -3.982 -1.284
H -1.213 -5.198 -2.436
H -2.922 -3.496 -0.723
H -3.862 -4.527 -1.977
H -3.848 -2.737 -1.908
H 1.716 -2.460 -2.751
H 0.323 -2.174 -1.991
C 1.888 3.698 0.690
C 1.183 3.125 -0.534
C 1.166 4.198 -1.632
O 0.693 3.605 -2.822
C 0.435 4.526 -3.840
N 1.882 1.909 -0.998
H 2.822 4.230 0.458
H 2.122 3.076 1.549
H 1.261 4.543 1.024
H 0.149 2.910 -0.253
H 2.213 4.503 -1.749
H 0.473 4.983 -1.315
H 1.343 4.741 -4.416
H 0.112 5.508 -3.463
H -0.372 4.208 -4.498
H 1.733 1.210 -0.273
H 2.859 2.199 -0.944
C -0.244 2.458 3.363
C 0.501 1.149 3.618
C -0.443 0.204 4.360
O 0.206 -1.058 4.456
C -0.670 -2.021 5.034
N 0.935 0.663 2.280
H 0.292 3.159 2.731
H -0.394 2.972 4.328
H -1.297 2.394 3.074
H 1.405 1.349 4.197
H -1.427 0.109 3.894
H -0.648 0.702 5.317
H -1.360 -1.673 5.802
H -0.149 -2.924 5.348
H -1.273 -2.356 4.178
H 1.145 -0.301 2.563
H 0.039 0.524 1.803
*
```

Summary:
Calculated total energy = -26721.333 eV
Energy relative to the best compared isomer or geometry (same formula, charge and spin) = 1.9 kcal/mol

Entry 2:
Density functional theory data (ωB97M-V with the def2-TZVPD basis set) for a structure of composition C13H37AgBF3N3O6S at a distorted geometry.

```
! RIJCOSX wB97M-V def2-TZVPD def2/J DEFGRID3
* xyz -1 1
Ag -23.359 -0.568 -4.075
B -22.928 0.046 -2.164
H -23.502 0.601 -2.890
H -23.179 -1.001 -2.243
H -21.858 0.155 -2.245
H -23.191 0.420 -1.187
C -21.062 2.642 -5.620
F -20.239 3.630 -5.062
F -22.268 3.185 -5.835
F -20.532 2.215 -6.754
S -21.351 1.177 -4.295
O -22.157 0.189 -4.997
O -20.054 0.666 -3.888
O -22.034 1.740 -3.117
C -23.870 1.426 -6.194
C -24.332 1.596 -4.756
C -25.494 2.630 -4.601
O -25.049 3.866 -5.217
C -26.038 4.769 -5.507
N -24.828 0.323 -4.217
H -23.340 2.327 -6.505
H -24.724 1.451 -6.872
H -23.303 0.520 -6.403
H -23.426 1.850 -4.204
H -25.741 2.820 -3.556
H -26.331 2.277 -5.204
H -25.558 5.623 -5.986
H -26.475 5.150 -4.584
H -26.865 4.402 -6.114
H -25.064 0.525 -3.256
H -25.700 0.124 -4.685
C -22.229 -2.823 -5.632
C -23.731 -2.410 -5.916
C -24.741 -2.905 -4.795
O -24.429 -2.192 -3.607
C -25.321 -2.589 -2.595
N -23.719 -0.988 -6.057
H -21.825 -2.515 -4.668
H -21.618 -2.445 -6.452
H -22.140 -3.909 -5.658
H -23.961 -2.931 -6.845
H -24.574 -3.957 -4.562
H -25.790 -2.750 -5.049
H -25.131 -3.633 -2.344
H -26.373 -2.385 -2.793
H -25.157 -1.964 -1.717
H -23.044 -0.745 -6.768
H -24.634 -0.758 -6.419
C -18.794 -2.134 0.401
C -20.174 -1.374 0.334
C -20.904 -1.451 -1.030
O -20.135 -0.960 -2.127
C -20.621 -1.280 -3.429
N -21.078 -1.940 1.339
H -18.975 -3.178 0.148
H -18.333 -2.216 1.385
H -18.046 -1.638 -0.218
H -20.095 -0.305 0.529
H -21.810 -0.846 -1.031
H -21.256 -2.461 -1.242
H -19.942 -0.908 -4.195
H -21.681 -1.254 -3.684
H -20.619 -2.365 -3.537
H -21.957 -1.447 1.278
H -20.793 -1.531 2.217
*
```

Summary:
Calculated total energy = -54475.946 eV
Energy relative to the best compared isomer or geometry (same formula, charge and spin) = 519.3 kcal/mol

Entry 3:
Density functional theory data (ωB97M-V with the def2-TZVPD basis set) for a structure of composition C13H37AsO11P3RuSi2.

```
! RIJCOSX wB97M-V def2-TZVPD def2/J DEFGRID3
* xyz 0 2
Ru 0.460 0.519 -0.865
C -1.673 4.882 1.147
C -1.660 3.512 0.499
O -2.984 3.166 0.077
P -1.151 2.172 1.634
O -2.226 2.135 2.799
O 0.129 2.610 2.440
O -1.039 0.896 0.874
P -0.458 3.325 -0.880
O -0.362 4.737 -1.626
O 0.857 2.980 -0.221
O -1.020 2.270 -1.798
H -2.280 4.874 2.053
H -2.094 5.601 0.445
H -0.662 5.196 1.407
H -2.882 2.541 -0.659
H -3.120 2.032 2.443
H 0.856 2.728 1.795
H -0.868 4.738 -2.449
C -2.735 -3.547 -1.987
Si -2.347 -1.816 -1.379
C -3.558 -1.277 -0.050
C -2.394 -0.624 -2.817
As -0.122 -1.731 -0.566
Si -0.102 -2.850 1.522
C 1.618 -3.502 1.873
C -0.757 -1.752 2.884
C -1.217 -4.345 1.306
H -3.749 -3.585 -2.395
H -2.669 -4.284 -1.187
H -2.041 -3.838 -2.778
H -4.574 -1.257 -0.456
H -3.295 -0.276 0.294
H -3.552 -1.945 0.813
H -3.388 -0.642 -3.274
H -1.666 -0.910 -3.579
H -2.178 0.403 -2.515
H 2.378 -2.721 1.858
H 1.886 -4.256 1.129
H 1.637 -3.983 2.855
H -0.204 -0.815 2.924
H -0.661 -2.267 3.845
H -1.810 -1.519 2.722
H -0.891 -4.957 0.463
H -2.262 -4.075 1.154
H -1.162 -4.965 2.205
C 3.855 2.127 -0.525
O 3.238 1.377 0.514
P 2.260 0.133 0.230
O 3.387 -0.939 -0.155
C 3.361 -1.977 -1.140
O 1.930 -0.223 1.763
C 2.949 -0.269 2.765
H 4.665 2.691 -0.066
H 3.137 2.820 -0.959
H 4.271 1.470 -1.292
H 4.204 -1.819 -1.812
H 2.444 -1.963 -1.721
H 3.480 -2.931 -0.628
H 2.511 -0.764 3.629
H 3.260 0.739 3.034
H 3.814 -0.833 2.416
C 1.544 1.583 -3.407
C 1.350 0.277 -2.632
O 1.571 -0.770 -3.208
H 1.964 1.345 -4.384
H 2.213 2.262 -2.878
H 0.587 2.089 -3.520
*
```

Summary:
Calculated total energy = -143655.993 eV
Energy relative to the best compared isomer or geometry (same formula, charge and spin) = 0.0 kcal/mol
<S²> = 0.7669

Entry 4:
Density functional theory data (ωB97M-V with the def2-TZVPD basis set) for a cluster of 4 separate species, C13H37N5O4 in total at a distorted geometry.

```
! RIJCOSX wB97M-V def2-TZVPD def2/J DEFGRID3
* xyz 0 1
C 4.562 -0.189 3.315
C 4.603 1.286 3.299
C 3.330 1.915 4.068
O 2.205 1.833 3.189
C 1.092 2.644 3.601
N 5.870 1.851 3.727
H 4.452 -0.469 4.362
H 5.477 -0.533 2.832
H 3.702 -0.535 2.742
H 4.569 1.586 2.252
H 3.512 2.989 4.060
H 3.214 1.532 5.082
H 0.880 2.190 4.569
H 0.324 2.366 2.879
H 1.318 3.706 3.506
H 5.826 2.842 3.532
H 6.731 1.457 3.378
C -0.731 -2.408 -2.378
C -0.797 -3.886 -2.007
C -1.131 -3.927 -0.489
O -0.129 -3.272 0.378
C -0.430 -3.288 1.738
N -1.857 -4.505 -2.683
H -1.639 -1.889 -2.073
H -0.547 -2.091 -3.405
H 0.150 -1.954 -1.924
H 0.175 -4.364 -2.130
H -1.168 -4.964 -0.155
H -2.146 -3.570 -0.313
H 0.402 -2.882 2.313
H -0.529 -4.355 1.937
H -1.390 -2.792 1.881
H -2.053 -5.396 -2.248
H -2.757 -4.076 -2.521
C -4.122 2.429 -2.988
C -3.382 1.088 -2.813
C -1.793 1.178 -2.961
O -1.385 1.632 -4.277
C -0.193 2.459 -4.109
N -3.708 0.637 -1.419
H -4.170 2.751 -4.028
H -3.641 3.209 -2.398
H -5.167 2.226 -2.754
H -3.812 0.308 -3.440
H -1.181 0.310 -2.711
H -1.436 1.921 -2.248
H 0.571 2.087 -4.792
H 0.263 2.473 -3.119
H -0.234 3.466 -4.524
H -3.109 1.183 -0.816
H -4.689 0.778 -1.225
C -0.716 0.893 0.556
O -1.343 1.913 0.752
N -1.240 -0.142 0.000
N 0.389 0.503 1.128
H -1.979 0.030 -0.667
H -0.740 -1.019 0.010
H 0.852 -0.347 0.838
H 0.878 1.184 1.691
*
```

Summary:
Calculated total energy = -29718.398 eV
Energy relative to the best compared isomer or geometry (same formula, charge and spin) = 66.8 kcal/mol
SMILES = COC[C@H](C)N.COC[C@H](C)N.COC[C@H](C)N.NC(N)=O